# 1
Density functional theory data (ωB97M-V/def2-TZVPD) for a structure of composition C25H44MnO2P2 at a distorted geometry.

```
74
Properties=species:S:1:pos:R:3:forces:R:3
H -3.62098 0.32556 0.01768 0.1171 0.1292 -0.1237
H -2.35083 -1.95836 -0.79007 0.1915 0.1284 -0.0614
H 3.44285 1.78937 0.94192 -0.1658 0.0215 -0.1433
H 0.56213 3.06152 -3.75338 0.0512 -0.2828 -0.1634
H -2.55056 -0.80201 -3.70221 0.2390 0.1612 0.2733
H 3.44398 -0.69034 -0.12025 -0.2192 0.0610 -0.1676
H 1.31233 -0.56909 5.85612 -0.0290 -0.0053 -0.3180
H -2.29857 1.60456 -3.41510 0.1074 -0.2723 0.0585
H 0.41649 0.13164 -6.29263 0.2393 -0.2886 0.2957
C -0.74029 -0.88388 3.66979 -0.1193 -1.7071 -0.5821
H -2.75062 1.84743 0.34511 -0.0745 -0.0693 -0.1638
C -0.89131 -1.88629 2.64769 0.7306 -0.6123 1.8027
C 1.34193 1.06409 -3.88111 0.4819 -0.8245 -0.8930
C 2.52819 2.08721 0.41608 0.0241 0.1604 -0.0720
H 2.08905 1.32815 -3.13031 -0.1740 -0.2078 -0.0066
C -2.80364 0.97656 -0.31359 -0.2738 0.2066 -0.0807
C -2.14824 -2.62472 2.36857 -0.5148 -0.1613 -0.2924
H 1.21748 2.61398 -5.32648 -0.1532 0.0225 0.2120
C 0.46170 -0.64728 -5.52169 -0.2766 -0.3213 -0.3353
C -0.97917 -1.12074 -5.19539 0.1707 -0.0885 0.0395
H 2.65306 -0.32961 -1.69686 0.0475 -0.0932 0.3204
H 2.78001 2.52479 -0.55433 0.0733 -0.0246 0.1346
C 2.48329 -0.59916 -0.64494 0.1656 -0.0198 -0.2102
H 3.36646 -0.62070 3.10847 -0.0775 -0.2404 -0.0962
C 1.25367 0.09654 4.98051 0.1232 0.7569 0.4472
H 0.27402 0.68260 -1.99194 -0.0167 0.0205 0.1378
C -0.76998 3.45927 3.85543 -0.0460 0.1444 -0.1616
C 0.42915 -2.21838 2.15898 -0.3807 0.4257 0.9521
C 0.09393 1.03348 -0.97498 -0.0911 0.0403 0.1587
H -3.02195 -1.96428 2.44512 0.1445 -0.1813 -0.0698
C 1.26996 -0.20496 -4.33491 0.4915 0.9417 0.0680
H 3.17250 -2.28940 3.66584 -0.1527 0.2324 -0.2666
P -1.24646 0.09308 -0.13916 -1.4165 -0.2361 -1.9684
C -0.81084 1.92239 -4.99462 0.2636 0.3513 -0.0695
H 0.97671 -1.49736 -5.98171 -0.0303 0.1416 0.0067
P 1.45127 0.64191 0.20856 1.8141 0.6329 -1.5866
H -0.13059 2.10506 -0.96494 0.0294 -0.2188 0.0529
H -0.77056 3.53757 4.94508 0.0215 -0.1218 -0.2143
H -1.33556 2.87565 -5.11326 0.0391 -0.0991 -0.0215
O -0.66047 2.61226 1.39053 0.3312 -1.1091 0.9041
C -1.62478 1.05786 -4.07547 -0.5456 -1.0766 -0.4240
H -0.74992 1.48364 -5.99662 -0.2168 0.1728 0.3539
H 2.00083 2.82707 1.02260 0.0525 -0.0362 -0.1274
H -2.14037 -3.06147 1.36300 -0.0706 0.0392 0.1958
C 2.85592 -1.56925 2.89066 0.5638 0.0276 -0.1680
H 1.93926 -0.97476 -3.94143 -0.2004 0.2804 0.2573
O -0.44865 2.07525 3.55266 -0.0574 0.2052 -0.6074
H -1.44031 -1.24391 -2.15978 0.0055 -0.1635 0.3323
Mn -0.01163 -0.18475 1.71303 -0.3406 1.5503 2.5115
H 1.99014 -1.57613 -0.59976 0.0430 0.1772 -0.1121
H 1.69532 -3.26118 0.76168 -0.2249 -0.0866 0.1630
H -0.94627 -2.17426 -4.86794 -0.0613 0.3777 -0.0127
C -0.42623 1.73992 2.23638 -0.5070 1.8954 -0.2681
H 0.64856 0.96023 5.28343 0.2665 -0.2430 -0.1004
H -0.03145 -3.64804 0.62431 0.2143 -0.0279 0.1918
C 0.65357 -0.60772 3.82610 0.9297 -1.4455 -0.5829
H -2.30129 -3.44872 3.08646 0.1073 0.2727 -0.2238
C -1.78298 -0.49332 4.64496 -0.4908 0.5756 0.3721
C -1.72018 -0.28632 -4.18296 -0.5024 1.2589 -0.6438
H -2.79068 -0.64469 4.24703 0.1318 0.0919 0.0854
H -1.76319 3.72086 3.45766 0.4419 -0.1103 0.1054
C 0.61280 2.23813 -4.48520 -0.0176 0.0655 0.1328
H -1.57044 -1.11171 -6.12593 0.1620 -0.1241 0.1748
H -0.58855 -2.13690 -0.87286 -0.0749 0.1613 -0.0074
H 3.22817 -1.94433 1.92846 -0.0398 0.0799 0.2330
C 0.76999 -3.40845 1.33597 0.1329 -0.3668 -0.5901
H -1.69925 -1.10326 5.55945 0.0484 0.0478 -0.3191
H 2.27137 0.43932 4.76974 -0.1690 0.0028 0.0437
C -1.41997 -1.45733 -1.08655 -0.0615 -0.0133 -0.2696
H -0.01014 4.13471 3.43354 -0.3255 -0.2812 0.0932
C 1.37863 -1.40251 2.88489 -0.5815 -0.7116 1.5840
H 0.92423 -4.30225 1.97048 -0.1012 0.4519 -0.1841
H -2.96652 1.30178 -1.34574 -0.0860 -0.0970 0.1798
H -1.67553 0.55440 4.96016 -0.1106 -0.3436 -0.1648
```
Forces are in eV/Å.

As for the multiplicity: 5. The total charge is +1. As for the expectation value of S²: 6.118. The HOMO-LUMO gap (spin up / spin down) comes out at 6.138 / 8.222 eV. Its energy above the lowest of the compared OMol25 structures with the same formula, charge and spin is 0.0 kcal per mole. The calculated total energy is -2962.8872 hartree.

---

# 2
Density functional theory data (ωB97M-V/def2-TZVPD) for a structure of composition C25H44O2P2Sm at a distorted geometry.

```
74
Properties=species:S:1:pos:R:3:forces:R:3
H -1.00428 -1.15485 -3.82318 -0.1497 0.2013 0.6473
H -2.05927 -5.45241 -5.42357 -0.2091 0.3545 -0.1058
H -0.02997 -0.47148 3.64651 -0.3646 0.3396 0.0134
H 0.95082 -3.29933 -6.17370 0.0052 -0.2696 -0.0381
H -3.38988 1.20758 0.39048 0.0645 -0.0116 0.2197
C -0.75992 0.35066 3.54367 0.0766 -0.3284 0.5282
H -6.26311 -3.80905 -5.69459 0.1238 0.0517 -0.2290
C -0.83639 2.32126 0.34345 0.4583 -0.4266 0.6574
P -4.05851 -4.16711 -4.78771 -0.2015 -0.7513 -0.4385
C 2.07488 1.48651 2.57280 0.4841 -0.1983 0.4154
P -1.41660 -3.09539 -5.66242 0.1790 -0.9437 -0.8536
H -0.99473 -3.66028 -2.07565 -0.0827 0.2312 0.2059
H -5.06353 -2.88757 -6.63318 -0.0959 -0.1696 0.0441
H 1.72268 4.17282 0.23668 -0.0544 -0.2660 -0.0527
H 1.32921 3.18326 -1.16627 0.1049 0.0139 0.1226
H -2.26303 2.30514 -1.24815 0.0822 0.2307 -0.0345
C -1.67897 -2.37304 -7.34098 0.1415 0.2945 0.1721
O 1.83886 -3.61895 1.66184 -0.4205 1.4409 0.2145
H 1.97667 -1.32366 4.04956 -0.0339 -0.2190 -0.3070
H -2.02076 3.90911 -0.54522 0.2113 -0.3505 -0.0123
H -4.63836 -6.45892 -5.42741 -0.0073 0.0073 0.2192
H 3.24548 -2.51480 3.64670 -0.3251 0.0621 -0.0145
H -2.48570 -0.02253 -1.47113 0.2960 -0.1182 0.3747
C -1.50416 2.97012 -0.81297 -0.3320 0.3167 -0.4746
H 0.00552 1.59592 -2.95225 0.1232 -0.5301 -0.0621
Sm 0.14694 -0.18375 0.15708 0.4304 1.0673 3.6805
H -0.68677 0.97286 4.45450 -0.0187 -0.1886 -0.3759
C 0.13438 -4.02058 -6.04402 0.1532 0.2740 0.0385
C -1.48820 1.54077 1.35097 1.0320 0.0394 -0.2185
H 0.37735 -4.69027 -5.20947 0.0189 0.1167 -0.1981
C -1.41540 -1.81357 -1.07798 -1.3167 0.6912 -1.9400
C -1.10192 -0.28746 -3.14497 0.2744 0.4708 -0.5459
H 2.38504 -1.43479 -1.15788 -0.4304 0.2293 -0.0124
H -5.23818 -4.65704 -6.89283 -0.0227 0.1871 0.1113
H 0.00258 -4.60752 -6.96254 0.1563 0.1027 0.2240
O 1.12309 -1.47089 1.60207 0.0319 -0.5948 -0.3978
H -3.50161 1.94272 1.99163 0.1378 -0.2186 -0.1689
H 2.89055 1.96837 2.01654 -0.1984 -0.1586 0.1799
H -0.77854 3.21980 -1.59612 -0.2148 0.0075 0.0868
C 0.22824 0.52669 -3.14752 -0.5068 0.3861 0.2363
C -2.93927 1.20858 1.39195 -0.5254 -0.0359 0.1800
C 1.26687 0.06543 -2.14905 1.1294 -1.4741 -1.4070
C -4.55326 -5.91539 -4.47905 -0.1629 0.1202 0.2187
H -1.77217 -0.08138 3.53521 0.3513 0.0878 0.0413
H 2.08329 1.91834 3.58835 -0.0624 -0.1350 -0.3456
C 0.55163 2.41528 0.68225 -0.8505 -0.7062 0.1645
H -0.93617 -1.57621 -7.47479 -0.2254 -0.0873 -0.1577
H 2.00404 0.83890 -1.86455 -0.3543 -0.4289 0.2288
C -1.64870 -0.65470 -1.78190 -0.8647 -1.8878 -0.1734
C -2.56369 -4.55624 -5.82455 -0.0376 0.5323 0.3719
C 0.76410 1.68462 1.89193 -1.0477 -0.0239 -0.2199
C -0.46098 -2.91296 -1.46844 0.4877 -0.1760 0.4299
C 0.80397 -2.49876 -2.25997 0.2243 -0.4215 -0.2570
H -1.85773 0.36433 -3.62386 0.2990 -0.3433 0.2326
H 0.59202 -2.49919 -3.34474 0.0334 0.4124 0.4918
H -3.11079 0.22477 1.85236 -0.0686 0.2387 -0.1413
H 0.64397 0.50111 -4.17306 0.0054 -0.0414 0.4689
H 1.53582 -3.31523 -2.11905 -0.3275 0.3508 -0.0199
C 1.68729 -2.52725 2.19990 0.1230 -0.7037 -0.4704
H -0.13744 -3.44134 -0.55331 -0.1222 0.1766 -0.2506
C 1.49936 -1.23650 -1.78505 0.9261 0.9910 -1.3527
H 2.56645 2.64377 -0.00560 -0.1158 0.1595 -0.1125
H -2.85027 -4.73189 -6.87712 0.2453 -0.0377 0.4051
C -0.50226 1.14793 2.30989 0.2728 0.7170 -0.5112
H -2.08734 -2.06056 -0.24504 0.2422 0.3151 -0.0200
H 1.69143 -3.07612 4.25075 0.1404 0.2190 -0.1672
H -1.53984 -3.13594 -8.11779 -0.0628 0.1976 0.1573
H -3.80400 -6.39608 -3.84071 -0.1957 0.0080 -0.0767
H -2.68217 -1.93740 -7.41936 0.2203 -0.0614 -0.0284
C -5.26599 -3.85011 -6.15042 -0.0770 0.1908 0.2338
H 2.30737 0.41019 2.67126 -0.0166 0.5177 0.0112
C 2.16426 -2.31208 3.61706 0.2263 -0.2209 0.4142
C 1.58962 3.13413 -0.10286 0.4398 0.3693 -0.1687
H -5.51817 -5.91501 -3.95991 0.1500 -0.1918 -0.0811
```
Forces are in eV/Å.

As for the multiplicity: 6. The total charge is +1. As for the expectation value of S²: 8.771. The HOMO-LUMO gap (spin up / spin down) comes out at 7.000 / 7.196 eV. Its energy above the lowest of the compared OMol25 structures with the same formula, charge and spin is 0.0 kcal per mole. The calculated total energy is -2469.9252 hartree.